{
  "formula": "C24H25AsCl2N3O2S2Sn",
  "method": "ωB97M-V with the def2-TZVPD basis set",
  "e_above_lowest_kj_mol": 65.0,
  "lumo_energy_ev": [-5.5, -6.2],
  "charge": 1,
  "homo_energy_ev": [-11.1, -10.7],
  "largest_force_ha_per_bohr": 0.0146,
  "orbital_gap_ev": [5.58, 4.50],
  "species": ["Sn", "S", "C", "C", "N", "C", "S", "C", "N", "C", "C", "As", "C", "C", "C", "C", "H", "H", "H", "H", "H", "H", "H", "H", "H", "H", "H", "H", "H", "H", "H", "Cl", "C", "C", "C", "C", "C", "Cl", "C", "N", "C", "C", "C", "C", "C", "C", "C", "C", "O", "O", "H", "H", "H", "H", "H", "H", "H", "H", "H", "H"],
  "coordinates": [[-1.912, 0.646, -0.569], [-0.856, -1.220, 0.897], [-1.612, -2.662, 0.400], [-0.958, -3.869, 0.795], [-0.407, -4.823, 1.125], [-2.777, -2.731, -0.367], [-3.761, -1.410, -0.731], [-3.174, -4.009, -0.878], [-3.479, -5.023, -1.325], [-0.448, 2.075, 4.277], [-1.115, 2.965, 3.235], [-2.299, 1.961, 2.040], [-3.401, 3.406, 1.306], [-2.591, 4.324, 0.392], [-3.552, 1.043, 3.250], [-4.277, 1.952, 4.237], [0.162, 2.679, 4.948], [0.204, 1.347, 3.792], [-1.182, 1.538, 4.878], [-0.369, 3.437, 2.603], [-1.737, 3.737, 3.694], [-3.816, 3.975, 2.139], [-4.231, 2.951, 0.761], [-1.773, 4.795, 0.937], [-3.224, 5.109, -0.021], [-2.150, 3.773, -0.442], [-2.980, 0.279, 3.777], [-4.266, 0.523, 2.607], [-3.579, 2.505, 4.866], [-4.909, 1.352, 4.892], [-4.919, 2.669, 3.726], [3.458, -3.698, -1.299], [2.332, -3.503, -2.589], [1.972, -4.626, -3.311], [0.982, -4.549, -4.276], [0.322, -3.350, -4.505], [0.668, -2.236, -3.774], [-0.147, -0.748, -4.101], [1.706, -2.258, -2.823], [1.998, -1.113, -2.100], [3.230, -0.581, -1.873], [4.311, -0.931, -2.721], [5.516, -0.295, -2.613], [5.676, 0.711, -1.658], [4.626, 1.049, -0.812], [3.396, 0.415, -0.868], [2.418, 0.721, 0.232], [1.040, 1.339, -0.040], [0.586, 2.085, 0.816], [0.394, 0.964, -1.094], [2.464, -5.564, -3.098], [0.707, -5.430, -4.839], [-0.459, -3.282, -5.248], [1.244, -0.417, -1.950], [4.143, -1.659, -3.502], [6.325, -0.555, -3.281], [6.625, 1.221, -1.566], [4.780, 1.812, -0.061], [2.910, 1.384, 0.938], [2.167, -0.199, 0.774]],
  "forces_ev_per_angstrom": [[0.6, 0.3, 0.4], [0.0, -0.1, -0.1], [0.0, 0.3, -0.1], [0.1, -0.2, 0.0], [0.0, 0.0, 0.0], [-0.1, 0.2, 0.2], [0.0, -0.1, 0.0], [0.0, -0.2, -0.1], [0.0, 0.0, 0.0], [-0.1, 0.0, -0.1], [0.1, -0.3, 0.0], [-0.6, 0.1, -0.3], [0.1, 0.1, 0.0], [0.0, -0.1, 0.1], [0.1, 0.0, -0.1], [0.1, 0.0, -0.1], [0.0, 0.0, 0.0], [0.0, 0.0, 0.0], [0.0, 0.0, 0.0], [0.0, 0.1, -0.1], [0.0, 0.0, 0.0], [0.0, 0.0, 0.0], [0.0, 0.0, 0.1], [0.0, 0.0, 0.0], [0.0, 0.0, 0.0], [0.0, 0.0, 0.0], [0.0, 0.0, -0.1], [0.0, 0.0, 0.0], [0.0, 0.0, 0.0], [0.0, 0.0, 0.0], [0.0, 0.0, 0.0], [0.1, 0.1, 0.0], [-0.1, 0.2, 0.1], [0.1, -0.1, 0.0], [0.0, 0.1, 0.0], [0.0, -0.2, 0.0], [0.1, 0.2, -0.1], [0.0, 0.1, 0.1], [-0.1, -0.6, -0.2], [0.2, 0.6, 0.0], [-0.1, -0.1, -0.2], [0.1, -0.1, 0.0], [0.0, -0.1, -0.1], [0.0, 0.0, 0.0], [0.0, 0.0, 0.0], [0.2, 0.3, 0.1], [-0.2, 0.0, -0.1], [0.1, 0.2, -0.1], [-0.1, -0.1, 0.0], [-0.1, -0.5, -0.1], [0.0, 0.0, 0.0], [0.0, 0.0, 0.0], [0.0, 0.0, 0.0], [-0.3, -0.1, 0.5], [0.0, -0.1, 0.0], [0.0, 0.0, 0.0], [0.0, 0.0, 0.0], [0.0, 0.0, 0.0], [0.0, -0.1, 0.1], [0.1, -0.1, 0.0]],
  "lowdin_charge": [0.895, 0.654, -0.712, -0.271, 0.209, -0.755, 0.635, -0.269, 0.205, -0.150, -0.398, 1.134, -0.438, -0.167, -0.410, -0.152, 0.080, 0.069, 0.060, 0.053, 0.078, 0.067, 0.071, 0.070, 0.078, 0.039, 0.064, 0.065, 0.066, 0.080, 0.065, 0.785, -0.574, -0.081, -0.030, -0.081, -0.563, 0.771, -0.267, 0.163, -0.173, -0.003, -0.034, -0.006, -0.001, -0.096, -0.029, -0.691, -0.019, -0.296, 0.118, 0.125, 0.118, 0.096, 0.125, 0.123, 0.123, 0.127, 0.123, 0.133]
}


{
  "formula": "C24H25AsN6PtS5",
  "method": "ωB97M-V with the def2-TZVPD basis set",
  "e_above_lowest_kj_mol": 28.7,
  "lumo_energy_ev": [-6.2, -9.3],
  "spin_multiplicity": 5,
  "charge": 2,
  "homo_energy_ev": [-11.7, -13.1],
  "largest_force_ha_per_bohr": 0.0647,
  "orbital_gap_ev": [5.51, 3.78],
  "species": ["Pt", "S", "C", "N", "N", "C", "C", "C", "C", "C", "C", "N", "N", "C", "C", "C", "C", "C", "C", "H", "H", "H", "H", "H", "H", "H", "H", "H", "H", "H", "S", "C", "S", "C", "N", "N", "C", "C", "C", "C", "C", "C", "S", "H", "H", "H", "H", "H", "C", "As", "C", "C", "S", "H", "H", "H", "H", "H", "H", "H", "H", "H"],
  "coordinates": [[7.647, -10.483, 21.124], [8.289, -12.693, 21.631], [9.375, -12.193, 22.814], [9.782, -12.860, 23.889], [9.337, -14.130, 24.035], [9.401, -14.728, 25.277], [8.712, -15.978, 25.471], [8.744, -16.622, 26.659], [9.216, -15.937, 27.771], [9.921, -14.747, 27.628], [10.093, -14.178, 26.384], [10.018, -10.965, 22.688], [9.489, -10.171, 21.814], [10.215, -9.000, 21.353], [10.510, -8.106, 22.324], [11.179, -6.942, 21.996], [11.391, -6.621, 20.666], [11.262, -7.622, 19.707], [10.620, -8.820, 20.011], [8.836, -14.587, 23.274], [8.064, -16.347, 24.665], [8.204, -17.590, 26.792], [9.080, -16.384, 28.762], [10.486, -14.254, 28.427], [10.739, -13.297, 26.258], [10.250, -8.368, 23.333], [11.410, -6.149, 22.737], [11.539, -5.559, 20.389], [11.519, -7.404, 18.675], [10.375, -9.628, 19.291], [9.205, -4.142, 19.170], [8.393, -5.537, 19.724], [7.708, -5.721, 21.293], [7.161, -7.390, 20.957], [7.379, -7.691, 19.737], [8.040, -6.704, 19.030], [8.264, -7.042, 17.638], [8.312, -6.031, 16.680], [8.403, -6.313, 15.331], [8.396, -7.634, 14.924], [8.448, -8.644, 15.891], [8.365, -8.373, 17.218], [6.766, -8.568, 22.227], [8.282, -4.997, 16.986], [8.360, -5.521, 14.607], [8.232, -7.887, 13.873], [8.591, -9.653, 15.488], [8.417, -9.185, 17.934], [3.303, -9.240, 20.906], [4.132, -10.145, 19.313], [4.771, -8.941, 18.031], [3.043, -11.420, 18.406], [5.932, -11.533, 20.028], [2.333, -8.733, 20.638], [4.043, -8.503, 21.285], [2.961, -9.982, 21.580], [4.018, -8.153, 17.729], [5.363, -9.445, 17.232], [5.534, -8.398, 18.595], [1.993, -10.991, 18.404], [3.125, -12.430, 18.862], [3.348, -11.560, 17.356]],
  "forces_ev_per_angstrom": [[-0.6, -0.7, 0.5], [-1.2, -0.2, -1.0], [2.3, 1.2, 1.3], [-0.3, -0.8, -0.3], [0.1, 0.8, 0.7], [-0.4, -0.9, 0.2], [0.0, 1.1, -2.0], [-1.4, -0.8, 1.0], [0.6, -0.5, 1.0], [0.9, 0.4, -0.2], [0.0, 0.6, -0.7], [-0.2, -0.8, 0.8], [-0.1, 1.1, -2.2], [-0.2, -1.6, -0.4], [1.0, 0.8, 0.9], [-0.4, 1.7, 0.5], [0.1, 0.3, 0.0], [-1.0, 0.1, -0.8], [-0.5, -0.7, 0.8], [0.0, -0.1, 0.2], [0.6, -0.1, 0.1], [0.6, 1.0, -0.2], [0.2, 0.2, -0.4], [-0.6, -0.5, 0.0], [-0.5, -0.5, 0.0], [0.0, 0.1, 0.4], [-0.3, -0.8, -0.3], [0.7, -0.9, 0.1], [0.0, -0.1, 0.0], [0.5, 0.8, 0.4], [-0.1, -0.3, 0.3], [-1.7, -2.8, -0.6], [0.3, -0.2, 0.5], [0.9, 0.9, 1.5], [1.0, 0.2, -1.4], [0.1, 0.9, 0.5], [0.1, 0.4, -0.7], [0.2, 0.4, 0.8], [-0.5, -0.5, -0.1], [-0.4, -0.1, 0.0], [0.2, -0.5, -2.1], [0.2, 0.1, 1.6], [0.0, 0.7, -1.2], [-0.2, 0.0, -0.1], [0.1, 0.3, -0.1], [0.6, 0.0, 0.3], [-0.3, 0.2, 0.6], [-0.1, 0.1, 0.1], [-0.4, 1.1, -1.9], [1.3, -1.5, 1.6], [0.7, 1.8, -0.3], [-1.4, -0.4, -0.2], [-1.9, 1.2, -0.6], [1.1, -0.2, -0.3], [-0.6, -0.8, -0.1], [0.4, -0.9, 0.9], [0.7, -1.2, -0.1], [-1.0, 0.3, 0.3], [0.0, 0.1, -0.1], [1.1, -0.9, 0.1], [-0.4, 0.9, 0.0], [0.2, 0.5, 0.4]],
  "mulliken_spin": [0.557, 0.262, 0.087, 0.175, 0.389, 0.025, 0.145, -0.080, 0.194, -0.054, 0.129, 0.438, 0.427, -0.028, 0.012, 0.000, 0.013, 0.011, 0.028, -0.022, 0.000, 0.000, 0.008, -0.002, 0.006, -0.004, 0.000, -0.008, -0.001, -0.008, 0.937, -0.092, 0.050, 0.010, 0.035, 0.058, -0.018, 0.026, 0.002, 0.012, -0.006, 0.008, 0.097, 0.006, 0.000, 0.000, 0.000, 0.004, 0.003, 0.016, 0.010, 0.005, 0.137, 0.001, 0.000, 0.001, -0.001, 0.001, -0.002, 0.001, 0.001, 0.000]
}


{
  "formula": "C24H25BF3NO5PSTa",
  "method": "ωB97M-V with the def2-TZVPD basis set",
  "e_above_lowest_kj_mol": 22.6,
  "lumo_energy_ev": -7.6,
  "charge": 2,
  "homo_energy_ev": -14.7,
  "largest_force_ha_per_bohr": 0.0119,
  "orbital_gap_ev": 7.09,
  "species": ["Ta", "F", "C", "F", "F", "C", "C", "C", "C", "N", "C", "S", "H", "H", "H", "C", "C", "C", "O", "C", "O", "O", "H", "H", "H", "H", "H", "H", "H", "C", "P", "C", "C", "C", "C", "C", "C", "C", "H", "H", "H", "H", "H", "H", "H", "H", "H", "H", "H", "O", "B", "O", "C", "C", "C", "C", "C", "C", "H", "H", "H", "H"],
  "coordinates": [[-0.398, -0.082, 0.568], [4.406, -4.213, 0.045], [3.288, -3.835, 0.662], [2.259, -4.465, 0.089], [3.358, -4.229, 1.939], [3.129, -2.329, 0.594], [4.259, -1.521, 0.595], [4.145, -0.136, 0.569], [2.886, 0.418, 0.548], [1.792, -0.360, 0.552], [1.890, -1.707, 0.572], [0.278, -2.426, 0.548], [5.237, -1.986, 0.606], [5.020, 0.497, 0.561], [2.724, 1.488, 0.523], [-1.053, -0.371, 4.859], [-0.987, 0.591, 3.693], [-0.750, 2.035, 4.099], [0.082, 0.170, 2.761], [-2.254, 0.504, 2.840], [-3.366, 0.412, 3.215], [-1.908, 0.565, 1.499], [-0.155, -0.289, 5.474], [-1.170, -1.401, 4.520], [-1.910, -0.116, 5.479], [0.177, 2.115, 4.666], [-1.569, 2.372, 4.734], [-0.696, 2.685, 3.225], [0.866, -0.096, 3.259], [-3.134, -2.339, -0.045], [-2.204, -1.086, -0.966], [-3.446, 0.131, -1.459], [-1.541, -1.849, -2.450], [-1.117, -1.035, -3.502], [-0.593, -1.605, -4.650], [-0.486, -2.986, -4.752], [-0.904, -3.798, -3.708], [-1.431, -3.234, -2.556], [-2.486, -3.129, 0.332], [-3.888, -2.783, -0.697], [-3.636, -1.859, 0.797], [-4.248, -0.383, -1.990], [-3.014, 0.884, -2.117], [-3.852, 0.618, -0.572], [-1.202, 0.044, -3.445], [-0.278, -0.972, -5.468], [-0.081, -3.430, -5.652], [-0.828, -4.874, -3.791], [-1.760, -3.884, -1.755], [0.210, 2.010, 0.017], [-0.302, 1.355, -1.129], [-0.232, 2.141, -2.224], [0.356, 3.334, -1.795], [0.640, 4.454, -2.539], [1.229, 5.510, -1.850], [1.513, 5.440, -0.487], [1.219, 4.303, 0.261], [0.643, 3.274, -0.443], [0.414, 4.508, -3.594], [1.471, 6.416, -2.389], [1.966, 6.290, 0.003], [1.422, 4.244, 1.321]],
  "forces_ev_per_angstrom": [[0.2, 0.3, -0.3], [0.0, 0.0, 0.0], [0.0, 0.0, 0.0], [0.0, 0.0, 0.0], [0.0, 0.0, 0.0], [0.0, 0.0, 0.0], [0.0, 0.0, 0.0], [0.0, 0.0, 0.0], [0.0, 0.0, 0.0], [0.1, -0.1, 0.0], [-0.1, 0.1, 0.1], [-0.1, 0.0, 0.0], [0.0, 0.0, 0.0], [0.0, 0.0, 0.0], [0.0, 0.0, 0.0], [0.0, 0.0, 0.0], [-0.1, 0.0, 0.0], [0.0, 0.0, 0.0], [0.1, 0.1, 0.1], [0.5, 0.1, -0.1], [-0.1, 0.1, 0.0], [-0.6, -0.3, 0.1], [0.0, 0.0, 0.0], [0.0, 0.0, 0.0], [0.0, 0.0, 0.0], [0.0, 0.0, 0.0], [0.0, 0.0, 0.0], [0.0, 0.0, 0.0], [0.0, 0.0, 0.0], [0.0, 0.0, 0.0], [0.0, -0.1, -0.1], [0.0, 0.0, 0.0], [0.0, 0.0, 0.0], [0.0, 0.0, 0.0], [0.0, 0.0, 0.0], [0.0, 0.0, 0.0], [0.0, 0.0, 0.0], [0.0, 0.0, 0.0], [0.0, 0.0, 0.0], [0.0, 0.0, 0.0], [0.0, 0.0, 0.0], [0.0, 0.0, 0.0], [0.0, 0.0, 0.0], [0.0, 0.0, 0.0], [0.0, 0.0, 0.0], [0.0, 0.0, 0.0], [0.0, 0.0, 0.0], [0.0, 0.0, 0.0], [0.0, 0.0, 0.0], [0.0, 0.0, 0.1], [0.0, 0.0, 0.0], [0.0, 0.0, 0.0], [0.0, 0.0, 0.0], [0.0, 0.0, 0.0], [0.0, 0.0, 0.0], [0.0, 0.0, 0.0], [0.0, 0.0, 0.0], [0.0, 0.0, 0.0], [0.0, 0.0, 0.0], [0.0, 0.0, 0.0], [0.0, 0.0, 0.0], [0.0, 0.0, 0.0]],
  "lowdin_charge": [1.556, 0.180, -0.607, 0.131, 0.177, -0.073, 0.071, 0.011, -0.057, -0.133, -0.583, 0.741, 0.150, 0.131, 0.127, 0.023, -0.465, 0.027, -0.142, -0.451, 0.228, -0.227, 0.108, 0.109, 0.117, 0.107, 0.119, 0.096, 0.142, -0.222, 0.789, -0.194, -0.383, -0.086, -0.048, -0.042, -0.047, -0.093, 0.031, 0.078, 0.061, 0.078, 0.053, 0.064, 0.093, 0.119, 0.120, 0.120, 0.101, -0.029, -0.562, 0.198, -0.159, 0.049, -0.030, -0.039, 0.021, -0.168, 0.140, 0.124, 0.122, 0.129]
}


{
  "formula": "C24H25BrI2NO5SiTi",
  "method": "ωB97M-V with the def2-TZVPD basis set",
  "e_above_lowest_kj_mol": 0.0,
  "lumo_energy_ev": 1.7,
  "charge": -1,
  "homo_energy_ev": -3.9,
  "largest_force_ha_per_bohr": 0.0152,
  "orbital_gap_ev": 5.62,
  "species": ["Ti", "Br", "C", "C", "C", "C", "C", "N", "C", "O", "O", "H", "H", "H", "I", "I", "C", "C", "O", "O", "H", "H", "H", "C", "C", "C", "C", "Si", "O", "C", "C", "C", "C", "C", "C", "C", "C", "C", "C", "C", "C", "H", "H", "H", "H", "H", "H", "H", "H", "H", "H", "H", "H", "H", "H", "H", "H", "H", "H", "H"],
  "coordinates": [[0.414, 2.451, -0.546], [1.782, 2.193, 2.843], [2.901, 1.619, 1.441], [4.201, 1.231, 1.720], [4.988, 0.799, 0.668], [4.466, 0.792, -0.616], [3.175, 1.237, -0.793], [2.399, 1.641, 0.222], [2.522, 1.318, -2.141], [3.041, 0.907, -3.146], [1.314, 1.865, -2.090], [4.583, 1.309, 2.726], [6.017, 0.520, 0.851], [5.034, 0.484, -1.481], [1.607, 4.711, 0.033], [5.486, 4.328, 2.208], [-3.097, 4.149, -1.122], [-1.787, 3.501, -0.820], [-1.359, 3.349, 0.343], [-1.055, 3.066, -1.784], [-3.515, 4.589, -0.221], [-3.776, 3.392, -1.517], [-2.953, 4.905, -1.892], [-2.686, -2.015, 1.855], [-2.137, -0.614, 1.568], [-3.276, 0.294, 1.085], [-1.560, -0.028, 2.862], [-0.802, -0.642, 0.226], [-0.230, 0.896, 0.093], [0.648, -1.761, 0.635], [0.986, -2.863, -0.155], [2.101, -3.639, 0.132], [2.911, -3.321, 1.212], [2.602, -2.224, 2.003], [1.482, -1.458, 1.717], [-1.534, -1.165, -1.423], [-1.524, -0.298, -2.517], [-2.073, -0.673, -3.737], [-2.647, -1.925, -3.888], [-2.663, -2.807, -2.815], [-2.111, -2.428, -1.601], [-3.388, -1.970, 2.694], [-1.891, -2.716, 2.125], [-3.228, -2.421, 1.000], [-4.070, 0.328, 1.840], [-3.714, -0.069, 0.152], [-2.922, 1.316, 0.928], [-2.357, 0.067, 3.609], [-1.132, 0.963, 2.699], [-0.788, -0.669, 3.290], [0.384, -3.110, -1.022], [2.345, -4.485, -0.500], [3.788, -3.919, 1.428], [3.240, -1.955, 2.837], [1.271, -0.594, 2.335], [-1.075, 0.682, -2.432], [-2.043, 0.017, -4.571], [-3.074, -2.219, -4.839], [-3.100, -3.792, -2.927], [-2.120, -3.139, -0.782]],
  "forces_ev_per_angstrom": [[0.4, -0.6, 0.3], [0.0, 0.0, 0.0], [0.0, 0.0, 0.1], [0.0, 0.0, 0.0], [0.0, 0.0, 0.0], [0.0, 0.0, 0.0], [0.0, 0.0, 0.0], [0.0, 0.1, -0.2], [-0.1, -0.1, -0.1], [0.0, 0.1, 0.0], [-0.1, 0.2, 0.0], [0.0, 0.0, 0.0], [0.0, 0.0, 0.0], [0.0, 0.0, 0.0], [-0.1, 0.3, -0.1], [0.0, 0.0, 0.0], [0.0, 0.0, 0.0], [-0.1, 0.0, -0.1], [0.0, 0.0, 0.1], [0.0, 0.0, -0.1], [0.0, 0.0, 0.0], [0.0, 0.0, 0.0], [0.0, 0.0, 0.0], [0.0, 0.0, 0.0], [0.0, 0.0, 0.0], [0.0, 0.0, 0.0], [0.0, 0.0, 0.0], [0.0, 0.0, 0.0], [-0.1, 0.2, 0.0], [0.0, 0.0, 0.0], [0.0, 0.0, 0.0], [0.0, 0.0, 0.0], [0.0, 0.0, 0.0], [0.0, 0.0, 0.0], [0.0, 0.0, 0.0], [0.0, 0.0, 0.0], [0.0, 0.0, 0.0], [0.0, 0.0, 0.0], [0.0, 0.0, 0.0], [0.0, 0.0, 0.0], [0.0, 0.0, 0.0], [0.0, 0.0, 0.0], [0.0, 0.0, 0.0], [0.0, 0.0, 0.0], [0.0, 0.0, 0.0], [0.0, 0.0, 0.0], [0.0, 0.0, 0.0], [0.0, 0.0, 0.0], [0.0, 0.0, 0.0], [0.0, 0.0, 0.0], [0.0, 0.0, 0.0], [0.0, 0.0, 0.0], [0.0, 0.0, 0.0], [0.0, 0.0, 0.0], [0.0, 0.0, 0.0], [0.0, 0.0, 0.0], [0.0, 0.0, 0.0], [0.0, 0.0, 0.0], [0.0, 0.0, 0.0], [0.0, 0.0, 0.0]],
  "lowdin_charge": [0.744, 0.788, -0.768, -0.203, -0.051, 0.030, -0.180, -0.049, -0.511, 0.122, -0.159, 0.070, 0.117, 0.125, 0.411, -0.564, 0.032, -0.683, -0.108, -0.114, 0.090, 0.095, 0.094, -0.092, -0.597, -0.081, -0.092, 0.569, -0.346, -0.194, -0.083, -0.088, -0.092, -0.081, -0.099, -0.206, -0.063, -0.074, -0.096, -0.092, -0.114, 0.082, 0.081, 0.064, 0.085, 0.079, 0.068, 0.085, 0.056, 0.072, 0.090, 0.099, 0.099, 0.105, 0.055, 0.077, 0.105, 0.097, 0.098, 0.095]
}